Computed, not measured: the ion C8H14NO2 with charge +1 in a non-equilibrium geometry, with wB97M-V/def2-TZVPD.

As for the multiplicity: 1. The calculation puts the HOMO-LUMO gap at 9.7 eV. The net charge is +1. Its total energy is -14099.81335 eV. Its SMILES is CC1=C([NH+](C)C)[C@@](C)(O)C1=O. The energy above the lowest of the compared OMol25 structures with the same formula, charge and spin is 32.8 kcal/mol. The value obtained for the HOMO energy is -13.141 eV.

Each line ends with the Löwdin charge.
Cartesian coordinates (Å):
O: 0.402 2.081 2.558  0.19
O: 2.226 0.769 0.200  0.04
N: -0.477 -0.458 -1.301  -0.13
C: 0.244 1.386 1.608  -0.27
C: 1.391 -0.943 1.732  0.01
C: 0.701 -0.456 -2.193  0.03
C: -0.859 1.217 0.603  -0.11
C: -0.922 -1.832 -0.990  0.04
C: -2.160 1.902 0.514  0.00
C: 1.129 0.299 0.907  -0.38
C: -0.204 0.274 -0.091  -0.05
H: -1.200 -2.355 -1.904  0.12
H: -2.518 2.110 1.521  0.10
H: 1.544 -0.917 -1.680  0.11
H: -1.780 -1.801 -0.319  0.12
H: 0.981 0.565 -2.443  0.12
H: -2.906 1.324 -0.026  0.09
H: -0.114 -2.374 -0.501  0.11
H: 0.483 -1.009 -3.106  0.12
H: 0.479 -1.307 2.200  0.10
H: 2.913 1.050 0.818  0.13
H: 2.096 -0.689 2.524  0.10
H: -2.034 2.866 0.019  0.11
H: -1.250 0.030 -1.777  0.20
H: 1.833 -1.731 1.127  0.09


Computed, not measured: the ion CF4NO with charge +1 in a non-equilibrium geometry, with wB97M-V/def2-TZVPD.

As for the multiplicity: 1. The calculation puts the HOMO-LUMO gap (alpha / beta) at 9.0 / 9.0 eV. The net charge is +1. Its total energy is -15423.44822 eV. Its SMILES is O=C(F)[N+](F)(F)F. The energy above the lowest of the compared OMol25 structures with the same formula, charge and spin is 119.1 kcal/mol. The value obtained for the HOMO energy (alpha / beta) is -17.631 / -17.627 eV.

Each line ends with the Löwdin charge.
Cartesian coordinates (Å):
F: 0.324 1.067 1.624  0.35
F: -0.172 -1.219 -0.900  0.27
F: 1.268 0.350 -1.148  0.29
F: -0.825 0.722 -1.242  0.28
O: -0.718 -1.120 1.457  0.09
N: 0.109 0.028 -0.621  -0.20
C: 0.015 0.172 0.830  -0.08


Computed, not measured: a structure of composition C5H4I2 in a non-equilibrium geometry, with wB97M-V/def2-TZVPD.

As for the multiplicity: 1. The calculation puts the HOMO-LUMO gap at 8.7 eV. The net charge is 0. Its total energy is -21445.18434 eV. The energy above the lowest of the compared OMol25 structures with the same formula, charge and spin is 65.8 kcal/mol. The value obtained for the HOMO energy is -9.750 eV.

Each line ends with the Löwdin charge.
Cartesian coordinates (Å):
I: 1.981 -1.899 0.238  0.80
I: -2.818 -1.405 0.068  0.70
C: -0.778 0.826 0.976  -0.52
C: 0.429 0.815 0.101  -0.18
C: 0.216 -0.727 -0.242  -0.75
C: -0.824 -0.647 0.786  -0.73
C: -1.411 1.706 1.617  0.24
H: 0.007 -0.809 -1.266  0.05
H: -0.846 -1.266 1.808  0.12
H: 1.363 1.038 0.693  0.11
H: 0.152 1.673 -0.704  0.17


Computed, not measured: an isolated molecule of C3H10N2O2 in a non-equilibrium geometry, with wB97M-V/def2-TZVPD.

As for the multiplicity: 1. The calculation puts the HOMO-LUMO gap at 9.5 eV. The net charge is 0. Its total energy is -10345.31684 eV. Its SMILES is CC[N@@+](N)([O-])CO. The energy above the lowest of the compared OMol25 structures with the same formula, charge and spin is 96.2 kcal/mol. The value obtained for the HOMO energy is -8.756 eV.

Each line ends with the Löwdin charge.
Cartesian coordinates (Å):
O: -0.362 -0.910 1.868  -0.19
O: -1.539 0.912 -0.909  -0.04
N: -0.452 -1.473 -0.377  0.12
N: -0.287 -0.443 0.646  -0.49
C: 1.105 0.163 0.535  -0.15
C: 1.413 0.779 -0.814  -0.08
C: -1.404 0.524 0.409  -0.20
H: 1.267 0.062 -1.617  0.07
H: 0.352 -2.093 -0.311  0.10
H: -1.562 0.112 -1.454  0.09
H: 1.195 0.894 1.338  0.13
H: 2.453 1.102 -0.814  0.08
H: -2.295 0.013 0.803  0.14
H: -1.247 -2.032 -0.064  0.11
H: -1.205 1.410 1.011  0.14
H: 0.787 1.647 -1.002  0.07
H: 1.780 -0.668 0.751  0.12